C71H102O60 | ωB97M-V with the def2-TZVPD basis set

Its HOMO energy is -0.34110 Eh. The gap between HOMO and LUMO is 8.852 eV.

Structure (ORCA input):
```
! wB97M-V def2-TZVPD RIJCOSX def2/J DEFGRID3
* xyz 0 1
C -0.45816 -2.60361 -3.24776
C 0.13844 -3.57794 -4.30696
O -0.29358 -3.02796 -5.55253
C -1.02920 -1.84900 -5.36492
O -1.55883 -1.09161 -6.16214
O -1.13930 -1.62719 -4.02664
H 0.27465 -2.03997 -2.67035
H -1.19127 -3.03105 -2.56370
H -0.38427 -4.52940 -4.20897
H 1.21270 -3.71939 -4.18841
C -1.07957 3.02025 3.90104
C -1.11870 3.22061 2.42079
O -0.62959 4.53242 2.15982
C -0.72964 5.20409 3.31302
O -0.58058 6.39195 3.43068
O -0.92796 4.36098 4.33356
H -0.28378 2.32138 4.15871
H -1.99801 2.53989 4.23840
H -2.08970 2.95510 2.00274
H -0.45221 2.44748 2.03850
C -3.22162 3.46518 -1.26912
C -1.98968 4.37967 -1.22269
O -2.40297 5.58452 -0.76839
C -3.72334 5.67585 -0.74393
O -4.26105 6.72864 -0.35725
O -4.28666 4.39526 -1.17509
H -3.33069 2.81133 -0.40386
H -3.40296 2.85997 -2.15734
H -1.53063 4.42511 -2.21027
H -1.27697 3.99948 -0.49084
C -0.12741 -1.01520 0.23341
C -1.15515 0.00203 0.67521
O -0.80909 1.17488 -0.04769
C 0.16155 0.94627 -0.86716
O 0.74291 1.81989 -1.48430
O 0.61163 -0.33602 -0.75560
H -0.78055 -1.83078 -0.07699
H 0.49002 -1.38595 1.05160
H -1.12080 0.05889 1.76318
H -2.13887 -0.36687 0.38485
C 4.72471 -5.37319 4.05215
C 3.82262 -4.18262 3.81712
O 4.62096 -3.06877 4.25287
C 5.54882 -3.50972 5.08208
O 6.30361 -2.80572 5.79496
O 5.62806 -4.96462 5.04604
H 5.09176 -5.67951 3.07258
H 4.15965 -6.21838 4.44514
H 2.84042 -4.33813 4.26344
H 3.66117 -4.08288 2.74377
C -3.38923 -5.89552 0.48589
C -4.31353 -4.89729 -0.25986
O -3.80252 -4.75539 -1.57397
C -2.97709 -5.75142 -1.81958
O -2.52475 -6.04622 -2.91971
O -2.69550 -6.45606 -0.64339
H -4.01006 -6.64799 0.97216
H -2.79628 -5.34869 1.21902
H -4.27497 -3.90846 0.19711
H -5.37244 -5.14637 -0.32883
C -5.50982 -1.03729 3.26261
C -6.40090 0.16953 2.98558
O -7.40215 -0.26566 2.12749
C -7.10065 -1.52373 1.79159
O -7.78467 -2.19409 1.01303
O -5.85181 -1.81554 2.19579
H -5.59484 -1.39830 4.28757
H -4.45544 -0.87058 3.04217
H -5.80625 0.95362 2.51686
H -6.94575 0.44255 3.88930
C 2.22883 0.00567 -5.43575
C 2.28092 0.94328 -4.24791
O 2.43729 2.14863 -4.93141
C 2.24913 1.98936 -6.24866
O 2.44978 2.91832 -7.00540
O 1.86538 0.81200 -6.48021
H 1.48094 -0.77869 -5.31935
H 3.25469 -0.36073 -5.47395
H 2.96550 0.71592 -3.43074
H 1.26489 0.95252 -3.85332
C -0.13127 -6.41544 2.58666
C -0.26694 -7.85700 2.17580
O 0.95178 -8.19510 1.59297
C 1.89571 -7.28653 2.06229
O 3.12154 -7.45635 1.89120
O 1.25164 -6.23711 2.67611
H -0.60970 -6.13368 3.52465
H -0.38968 -5.68517 1.81982
H -0.96612 -7.76555 1.34461
H -0.61819 -8.52377 2.96329
C 2.53679 3.96836 1.26250
C 3.04281 2.50882 1.44657
C 3.87952 2.21278 2.69192
O 3.39743 0.98445 3.16207
C 2.21492 0.75079 2.62246
O 1.49468 -0.16263 2.98627
O 1.95266 1.62912 1.58931
H 3.45789 4.54279 1.16406
H 2.11504 4.30370 2.21001
H 1.89241 4.18867 0.41142
H 3.50133 2.08579 0.55275
H 3.57154 3.00477 3.37455
H 4.96171 2.18807 2.56399
C -0.77745 -3.80984 6.39279
C -1.61012 -2.82718 5.60157
C -0.94004 -1.66041 4.84287
O -1.54139 -1.71219 3.64138
C -2.25917 -2.79068 3.52885
O -2.78941 -3.20574 2.51445
O -2.21591 -3.48941 4.60241
H -0.11249 -3.37427 7.13858
H -0.11510 -4.53773 5.92419
H -1.50941 -4.37486 6.96992
H -2.40869 -2.39901 6.20742
H 0.14696 -1.68534 4.76606
H -1.16994 -0.78395 5.44872
C -1.26096 1.80484 -4.51749
C -0.87040 3.06136 -5.38339
C -0.77422 2.77026 -6.85390
O -1.79641 3.44980 -7.43235
C -2.44739 4.16215 -6.53744
O -3.25197 5.01612 -6.89939
O -1.95253 3.93223 -5.29428
H -0.76582 1.95053 -3.55744
H -0.90085 0.80821 -4.77273
H -2.33662 1.82440 -4.34239
H 0.07700 3.53699 -5.12977
H -0.74336 1.70893 -7.10033
H 0.20554 3.14887 -7.14514
C -4.06469 -2.92952 -4.26605
C -5.17143 -3.72617 -4.98747
C -5.81468 -4.95790 -4.29858
O -7.24554 -4.70103 -4.49268
C -7.36708 -3.43241 -4.78793
O -8.35103 -2.79451 -4.56890
O -6.29600 -2.92841 -5.31123
H -4.27597 -2.70690 -3.22016
H -4.01556 -1.90029 -4.62153
H -3.09884 -3.41216 -4.41542
H -4.60001 -3.96711 -5.88387
H -5.61762 -4.97920 -3.22675
H -5.38820 -5.88579 -4.67967
C 3.35191 8.52772 2.15916
C 1.99457 7.92546 1.89251
C 0.93894 8.85168 1.32829
O 0.77185 8.36790 -0.03338
C 1.44018 7.26249 -0.19879
O 1.53016 6.63548 -1.25569
O 2.21593 6.99835 0.89904
H 3.32993 9.29831 2.92975
H 3.70046 9.03917 1.26192
H 4.09254 7.77341 2.42483
H 1.72315 7.30557 2.74701
H 1.27883 9.88645 1.37115
H 0.05178 8.79088 1.95865
C -2.53129 3.38772 8.22579
C -3.52561 2.24109 7.92346
C -4.86752 2.63044 7.35241
O -4.93602 1.80975 6.25265
C -3.78232 1.21950 5.90468
O -3.60615 0.52871 4.91691
O -2.88161 1.50460 6.90293
H -2.32429 3.90447 7.28866
H -1.62904 3.01514 8.71079
H -3.10977 4.10749 8.80493
H -3.82365 1.58552 8.74169
H -4.85539 3.69688 7.12729
H -5.56248 2.44011 8.17027
C 5.01839 6.33825 -1.58759
C 5.08207 5.38472 -2.76923
C 3.88381 4.43612 -2.92486
O 3.62102 4.59325 -4.34121
C 4.29083 5.54798 -4.84892
O 4.25734 5.89248 -6.03270
O 5.06556 6.09819 -3.95261
H 6.00158 6.75775 -1.37440
H 4.77279 5.81159 -0.66542
H 4.24618 7.09924 -1.70022
H 5.98057 4.76805 -2.74683
H 3.08911 4.92936 -2.36515
H 3.96070 3.37613 -2.68280
C 9.10650 3.12123 1.74315
C 8.59011 2.27187 0.56800
C 7.82943 0.97655 0.93930
O 6.56407 1.11643 0.27766
C 6.42753 2.37117 -0.20172
O 5.44953 2.84908 -0.77184
O 7.56436 3.00620 -0.00875
H 8.36801 3.01620 2.53795
H 9.25451 4.17373 1.50143
H 10.09480 2.87025 2.12834
H 9.42033 2.17604 -0.13176
H 7.80973 0.78941 2.01294
H 8.34116 0.09994 0.54208
C -9.02321 -0.14844 -1.68972
C -7.58353 0.22273 -2.18679
C -7.04037 1.37541 -1.39581
O -5.71639 1.02614 -1.10304
C -5.45877 -0.23028 -1.39387
O -4.51528 -0.88893 -1.17257
O -6.67678 -0.75913 -1.81601
H -8.93910 -0.33658 -0.61938
H -9.39770 -1.13599 -1.95919
H -9.80108 0.59817 -1.84964
H -7.61759 0.57166 -3.21887
H -7.67360 1.61665 -0.54204
H -6.99271 2.28085 -2.00080
C 4.96681 -2.32595 0.36274
C 5.26925 -1.73339 -1.01914
C 5.71889 -2.73364 -2.03179
O 4.77405 -2.57486 -3.07795
C 3.75772 -1.88962 -2.71485
O 2.74168 -1.84879 -3.38268
O 4.02347 -1.27044 -1.57866
H 4.74406 -1.48078 1.01402
H 5.78419 -2.90742 0.78920
H 4.01447 -2.84104 0.48857
H 5.91373 -0.85937 -0.92513
H 5.63893 -3.65699 -1.45809
H 6.72454 -2.48804 -2.37302
C 3.94794 -6.62165 -2.13688
C 2.48778 -6.30371 -2.50395
C 1.53803 -7.22837 -1.83470
O 0.60027 -6.43223 -1.16451
C 0.94741 -5.14632 -1.25564
O 0.41023 -4.23291 -0.62868
O 2.15054 -5.06718 -1.93476
H 4.17778 -6.96123 -1.12695
H 4.64352 -5.82231 -2.39247
H 4.19807 -7.43347 -2.81987
H 2.36157 -6.17391 -3.57881
H 2.00113 -7.81648 -1.04239
H 0.99557 -7.81825 -2.57353
*
```

Löwdin atomic charge list, values in e, 6 entries:
1. C -0.11
2. C -0.10
3. O 0.04
4. C -0.51
5. O 0.13
6. O 0.01